Here is 10 unconnected molecules or ions with the total composition C20H65N5O10 in a non-equilibrium geometry from the OMol25 dataset. Energies are from ωB97M-V/def2-TZVPD.

## Properties
Kohn-Sham gap (spin up / spin down) (Eh): 0.3028 / 0.1057
Multiplicity: 2
E_HOMO (spin up / spin down) (eV): -10.55 / -10.55
Net charge: +1

Atoms and positions in Å:
O  0.271  1.406  -3.128
H  0.762  1.605  -3.925
H  -0.573  1.081  -3.441
O  0.706  0.567  -0.554
H  -0.130  0.187  -0.282
H  0.533  0.935  -1.420
O  -1.774  3.288  -1.273
H  -1.532  2.464  -1.695
H  -1.553  3.962  -1.916
O  -1.676  -1.280  -0.319
H  -1.576  -2.170  0.018
H  -2.622  -1.136  -0.339
O  2.721  -0.465  0.857
H  2.145  0.166  0.426
H  2.671  -1.249  0.310
C  -2.008  -2.308  -3.587
C  -1.772  -0.876  -4.078
C  -2.336  -0.445  -5.461
O  -1.729  -1.109  -6.531
C  -1.700  -0.280  -7.750
N  -2.182  0.029  -3.014
H  -1.583  -3.042  -4.271
H  -3.091  -2.427  -3.618
H  -1.697  -2.510  -2.562
H  -0.687  -0.805  -4.145
H  -2.086  0.613  -5.544
H  -3.426  -0.480  -5.487
H  -1.569  -0.834  -8.679
H  -0.909  0.470  -7.741
H  -2.658  0.224  -7.875
H  -1.629  -0.155  -2.189
H  -3.156  -0.130  -2.800
C  0.790  -2.087  2.677
C  -0.254  -2.969  3.384
C  -0.844  -4.046  2.398
O  -1.359  -3.504  1.195
C  -2.120  -4.403  0.396
N  0.317  -3.592  4.580
H  0.474  -1.776  1.681
H  1.755  -2.583  2.572
H  0.942  -1.251  3.360
H  -1.106  -2.352  3.672
H  -1.642  -4.573  2.922
H  -0.133  -4.831  2.144
H  -1.915  -4.210  -0.657
H  -3.202  -4.400  0.526
H  -1.802  -5.445  0.389
H  -0.384  -4.166  5.026
H  0.623  -2.922  5.271
C  -0.384  4.803  3.443
C  -0.520  4.406  1.961
C  0.480  3.369  1.335
O  1.796  3.878  1.342
C  2.804  3.092  0.650
N  -1.928  4.162  1.596
H  0.653  5.140  3.458
H  -0.580  3.988  4.140
H  -1.097  5.620  3.552
H  -0.252  5.314  1.421
H  0.155  3.217  0.305
H  0.366  2.380  1.780
H  2.559  3.039  -0.411
H  2.858  2.091  1.078
H  3.705  3.683  0.810
H  -2.084  3.190  1.822
H  -1.798  4.054  0.600
C  -1.049  0.788  3.954
C  -2.457  0.650  3.414
C  -3.492  1.302  4.376
O  -4.827  0.878  4.014
C  -5.804  1.137  5.069
N  -2.467  1.205  2.053
H  -0.850  1.773  4.376
H  -0.383  0.662  3.101
H  -0.793  0.014  4.678
H  -2.775  -0.379  3.244
H  -3.353  2.383  4.367
H  -3.173  0.859  5.320
H  -5.427  0.677  5.982
H  -6.787  0.736  4.824
H  -5.731  2.187  5.352
H  -3.336  1.500  1.633
H  -2.097  0.493  1.439
C  7.325  -2.296  -1.223
C  6.570  -1.502  -2.309
C  5.014  -1.284  -2.095
O  4.447  -0.284  -3.043
C  3.057  -0.149  -2.857
N  7.118  -0.168  -2.403
H  7.109  -2.024  -0.190
H  8.398  -2.274  -1.413
H  7.046  -3.349  -1.269
H  6.629  -2.022  -3.265
H  4.942  -1.005  -1.044
H  4.440  -2.206  -2.183
H  2.559  0.683  -3.354
H  2.937  0.016  -1.787
H  2.535  -1.066  -3.132
H  6.270  0.355  -2.569
H  7.378  0.098  -1.464

---

Here is 8 unconnected molecules or ions with the total composition C37H50O26 in a non-equilibrium geometry from the OMol25 dataset. Energies are from ωB97M-V/def2-TZVPD.

## Properties
Kohn-Sham gap (Eh): 0.3504
Multiplicity: 1
E_HOMO (eV): -9.52

Atoms and positions in Å:
C  0.312  -0.515  -2.737
O  0.792  0.806  -3.086
C  -0.093  1.486  -3.862
O  -1.277  1.386  -3.723
O  0.342  2.375  -4.884
O  0.742  1.613  -5.970
C  0.019  2.035  -7.106
O  -1.116  2.402  -6.951
C  0.607  2.102  -8.522
C  1.999  2.463  -8.768
C  2.465  2.547  -10.144
C  1.582  2.277  -11.284
C  0.195  1.873  -11.037
C  -0.285  1.788  -9.649
H  1.190  -1.218  -2.798
H  -0.054  -0.535  -1.675
H  -0.462  -0.927  -3.423
H  2.699  2.695  -7.931
H  3.517  2.835  -10.387
H  1.956  2.372  -12.331
H  -0.503  1.653  -11.878
H  -1.337  1.481  -9.472
C  3.498  0.400  -1.495
C  4.162  -0.706  -0.712
C  4.594  -0.287  0.662
O  5.700  -1.156  0.914
C  6.227  -1.482  -0.299
O  7.271  -2.031  -0.454
O  5.402  -1.092  -1.312
H  2.631  0.796  -0.963
H  4.197  1.216  -1.691
H  3.169  0.032  -2.468
H  3.514  -1.588  -0.679
H  3.811  -0.434  1.406
H  4.943  0.746  0.712
C  2.935  2.004  6.096
C  3.748  1.842  4.832
C  4.632  3.017  4.523
O  4.728  2.957  3.098
C  3.597  2.350  2.653
O  3.257  2.309  1.510
O  2.900  1.795  3.679
H  3.578  2.187  6.959
H  2.223  2.828  6.003
H  2.346  1.107  6.286
H  4.320  0.910  4.870
H  5.617  2.930  4.982
H  4.193  3.979  4.802
C  -3.698  -5.609  -3.684
C  -2.829  -4.404  -3.408
C  -2.869  -3.366  -4.494
O  -1.583  -2.753  -4.374
C  -0.748  -3.687  -3.845
O  0.440  -3.579  -3.791
O  -1.442  -4.763  -3.389
H  -4.733  -5.318  -3.843
H  -3.345  -6.154  -4.557
H  -3.657  -6.305  -2.842
H  -3.080  -3.973  -2.433
H  -3.662  -2.635  -4.343
H  -2.961  -3.789  -5.497
C  -2.322  1.401  5.081
C  -1.422  0.301  5.597
C  -2.079  -0.593  6.611
O  -0.969  -1.036  7.391
C  -0.017  -0.072  7.308
O  0.959  -0.031  7.996
O  -0.325  0.842  6.342
H  -3.233  0.992  4.641
H  -2.593  2.093  5.882
H  -1.803  1.989  4.322
H  -1.013  -0.274  4.761
H  -2.590  -1.438  6.151
H  -2.779  -0.068  7.267
C  0.914  0.636  11.027
C  2.070  0.708  11.998
C  2.179  -0.489  12.901
O  2.804  0.060  14.060
C  2.471  1.379  14.102
O  2.659  2.093  15.035
O  1.889  1.774  12.935
H  0.973  -0.257  10.406
H  -0.043  0.640  11.555
H  0.914  1.511  10.375
H  3.005  0.887  11.458
H  2.790  -1.281  12.470
H  1.210  -0.905  13.192
C  -9.050  -7.425  -5.996
C  -8.182  -6.220  -5.718
C  -8.219  -5.181  -6.804
O  -6.936  -4.567  -6.681
C  -6.102  -5.501  -6.152
O  -4.916  -5.393  -6.095
O  -6.797  -6.578  -5.696
H  -10.089  -7.134  -6.159
H  -8.692  -7.972  -6.871
H  -9.012  -8.121  -5.156
H  -8.436  -5.789  -4.744
H  -9.013  -4.450  -6.654
H  -8.308  -5.603  -7.809
C  2.160  6.350  -1.030
C  1.452  5.345  -0.151
C  0.970  4.128  -0.887
O  -0.154  3.723  -0.106
C  -0.637  4.842  0.498
O  -1.682  4.905  1.066
O  0.231  5.885  0.365
H  3.011  5.897  -1.541
H  1.479  6.767  -1.775
H  2.520  7.189  -0.432
H  2.087  5.073  0.698
H  1.721  3.339  -0.920
H  0.630  4.339  -1.905

---

no.,energy (eV)
1,-49707.56624
2,-92412.49533